Computed, not measured: C60H180N27O17P11 as an isolated structure at a distorted geometry, with ωB97M-V/def2-TZVPD.

```
! wB97M-V def2-TZVPD RIJCOSX def2/J DEFGRID3
* xyz 0 1
H 0.20829 -3.30159 3.44596
H -9.52747 4.43735 1.41704
H 0.31395 -1.50728 3.35361
C 5.90784 -1.35494 5.31134
C -1.77142 4.90610 0.94734
H -1.11977 -2.48505 2.84091
C 8.89945 -4.50216 0.86632
H -3.16237 2.56209 5.27886
H -1.36333 -5.90002 3.60596
H -6.66443 4.83523 -2.93392
H 0.14031 6.33457 5.95337
H 0.09981 -2.08451 0.67903
H 1.87438 0.62014 3.88170
H -0.41759 -6.65156 -3.61363
H -4.79952 -5.04911 -6.93370
C -3.75847 4.37666 3.40547
H -0.06170 4.56328 6.07786
H 4.73488 6.72789 3.14640
H -2.24905 6.85474 3.28904
H -0.25837 4.61254 -5.56167
N 1.51883 4.47244 -6.73326
C -0.56962 5.52866 5.84349
C -0.62221 -3.93574 -2.30201
H -6.32580 0.79120 -0.74645
H -8.72833 2.93043 0.93866
H -3.71316 5.22163 2.64972
N -7.55447 2.48926 -0.89469
H 0.70531 1.82494 0.84429
N -1.12393 5.57193 4.55534
O -3.84835 -2.61408 3.16193
H 4.16624 1.75899 -0.13663
N 1.03752 -0.49971 -0.23451
H 4.23000 7.39314 -2.41880
P -6.50160 3.42496 -0.01481
H -2.42017 4.01106 1.11955
H 1.01581 0.33098 -5.60702
H 3.24718 6.84980 2.13780
H -0.47998 -1.08725 -5.66753
H 5.53931 -3.11423 -0.58789
N 0.70185 -4.25918 5.71556
C -2.80262 2.34655 4.25215
H -2.66596 -1.99226 0.49015
O -0.00163 3.41659 3.96444
N -5.52915 4.31662 -1.08285
C 2.00548 0.70798 -5.36277
C -7.07630 5.80038 1.13428
H -1.87905 1.70765 4.28647
H -6.39807 6.25932 0.45225
H 1.89855 5.84790 -8.19398
C -1.24728 -1.34613 -4.98491
H -0.77472 -2.62437 -7.24218
P 5.04759 0.39303 3.51457
P -4.88308 -1.95530 3.96712
H 5.63562 3.90074 2.93342
H -3.55432 -0.77718 -0.44252
P -0.37255 0.03867 -0.94150
N 1.83860 2.19510 -5.34476
H 2.50574 -4.00018 -3.63162
H -2.32069 -6.85665 5.90610
H 2.33465 0.39319 -4.33547
H 3.14811 -0.07761 -0.25869
H -4.42185 2.99652 -2.36563
H -6.55733 -4.37375 2.63896
N -2.51510 3.52337 3.38368
H -3.86139 4.69751 4.44273
H -1.58679 3.07239 -6.03032
P -0.86703 -3.65236 5.87873
H -0.70401 2.71704 0.72817
H -3.66215 -5.81349 6.29208
C 1.08344 -1.73796 0.40070
O -3.32760 -0.63511 -7.46677
C 0.42546 5.19155 -6.15854
H 6.67335 -0.72591 5.76853
H -3.88766 -3.02852 7.08754
H -3.42204 -2.29075 -3.60769
H -0.79047 -1.77836 -4.10277
H -2.43532 5.78780 0.83581
C -8.57390 3.89418 1.40011
N -4.18800 -3.03628 -6.98216
H -0.00963 -6.59833 0.45592
H 6.37876 -3.87701 4.12247
H 4.59206 -6.78376 1.96601
H 3.26595 -4.46469 2.39023
H 8.15933 -1.80737 1.15181
H 5.53959 2.58314 -2.06072
H 2.35796 2.12908 4.78140
H -2.06734 -5.75652 7.20829
H 2.96187 5.97719 -6.73385
H 0.82325 6.22018 2.64420
H -2.82010 6.73154 4.90404
H -3.71734 -4.56344 -5.56818
H -1.43068 3.07702 -2.08205
C -4.23346 -1.56630 -3.74094
H 5.97045 7.13229 -2.70043
H -3.57052 1.70514 3.74536
H -1.40629 7.71190 4.52671
H -5.41423 -4.09229 -5.59806
H 3.39376 -2.73377 2.04116
C 3.98829 6.12290 2.56599
N -0.91053 5.07287 2.06783
H -1.47294 -7.18805 -0.24800
H -8.90633 3.94082 -1.45282
C 0.98453 -5.73208 5.57341
C -7.26313 1.08455 -1.14057
N -2.11129 -2.29302 -5.63142
H -1.33623 5.72190 6.62053
H 0.28608 2.08904 -9.21593
H -3.12793 -5.71049 3.87805
N -0.02594 2.40339 -7.15566
H -0.75560 -0.49467 5.69439
H -5.87160 -2.66200 -8.22260
H 4.48978 -6.58868 3.72016
H -1.93968 -0.63291 2.14188
H -1.63615 1.33911 -6.28708
C -4.60382 -3.15102 6.26866
H -1.13179 -4.61897 -1.63451
C 2.62595 -6.75910 -3.64168
C -1.63892 0.15653 1.40900
C 1.55894 -3.54129 -3.35983
N 2.67753 -6.10672 -2.37817
C 2.31232 -0.14783 -0.99992
H 0.78311 5.47136 1.06551
H -4.69329 -3.87517 -8.82795
C 6.49024 -4.98416 4.09768
C -2.15846 -5.23045 3.99276
H 2.24792 3.91978 -4.50961
H -0.46394 -2.93748 -1.79923
H 6.16421 8.18335 0.03973
P 4.29269 5.31953 -0.05909
N 4.97759 -3.84946 1.23101
H 0.77552 6.06209 -5.64653
O -6.32260 -2.69319 3.85351
H 3.44854 5.51329 3.33071
H 3.91484 -3.70242 -0.59876
H -9.36342 2.32286 -1.86445
H 4.28051 -3.59655 3.30878
H -1.18753 -3.78506 -3.25212
H 4.91293 -1.46621 5.82604
C -1.54380 -1.19273 5.30047
H -5.11177 0.36457 -6.37680
H -5.16796 0.79432 -4.61111
P -3.41828 -1.67000 -6.39394
C 7.65442 -2.45991 1.88096
C -1.88062 6.73709 4.29866
H -4.17724 -3.93121 5.62783
H 6.51327 5.30601 2.37389
H 5.71813 -7.61635 2.83557
C -0.52108 2.45355 -8.54095
N -1.88134 -4.88697 5.38840
C -0.30639 -2.37024 3.56083
C 3.96775 -3.65371 2.27718
N 5.28518 6.36001 -0.85799
C -1.26823 -3.18723 -6.37788
H -0.53855 -3.56502 -5.71403
H -1.39131 1.88217 -8.65609
H -3.79560 3.22663 -0.67243
H -0.22242 5.49559 -6.98805
H 1.56878 -2.38308 5.52890
H 1.09003 -3.34780 -4.30956
H -7.93100 6.49730 1.34100
H 2.63038 -0.92445 -1.79362
O 2.51702 2.37822 -7.89409
H 6.33452 3.97129 1.37023
O 6.31294 -5.83674 0.16430
N 4.67604 5.29690 1.61756
H -1.86305 -0.48629 -4.71600
H 2.64667 -3.70301 5.21513
H 4.04104 -5.95633 -0.68951
P 1.54317 2.74003 -6.86665
H -5.30819 5.95057 -2.43900
H 0.65897 3.34044 -0.17568
C 6.32892 7.08797 -0.06646
C 0.15285 2.39728 0.11947
H -6.52631 1.04743 3.27837
H 2.19211 0.82018 -1.49326
C -6.09473 5.27042 -2.02936
N 0.12855 -6.70262 -1.62295
C 2.68693 2.92246 -4.43530
H -0.17580 6.89440 1.23974
C -2.53933 -5.87316 6.24531
O 2.88845 5.63292 -0.39053
H -6.79478 5.97945 -1.57447
H -0.63210 0.49152 1.64490
P -1.04996 4.30136 3.49518
H -6.47402 -2.73183 1.80726
H 6.64533 -2.21825 1.97501
H 8.15704 -2.34405 2.90589
C -4.81061 -2.90466 -8.30391
H 6.53218 3.01849 -0.64511
H 3.13793 4.60609 -7.96399
H -8.03928 0.48143 -0.67654
H 1.66053 -5.90731 4.72189
N 7.67312 -3.84793 1.38535
H 7.97922 2.12329 3.61672
C 5.18624 -6.68910 2.87412
H 2.27008 -3.22554 6.85361
C 5.80921 4.52756 2.06674
C -6.85617 -3.29740 2.66947
H -2.24044 -1.31592 6.10104
C -0.58630 2.38893 -2.23256
O 4.78684 0.48950 2.09054
C 4.66284 -3.15298 0.00476
N -4.25331 -1.02845 -5.07644
H 0.02742 -6.17287 5.51218
H 5.81239 -5.44443 4.84488
H -5.16406 -2.07467 -3.50734
H -6.03210 0.72850 5.00618
H 4.67213 -6.45797 -2.28350
O -0.72470 -0.56903 -2.25214
O -4.64744 -1.91252 5.51435
C -0.35840 -7.22133 -0.34614
H 7.04492 1.68717 2.19335
O 3.86143 0.69708 4.50092
C -8.49063 3.03742 -1.79272
H 6.16194 4.26403 -1.86502
H 4.26777 -2.14952 0.19994
C -5.24458 -0.00077 -5.31843
H 0.24350 2.96839 -2.66122
P 1.26285 -5.51090 -1.60768
H 2.81275 0.44750 -6.09412
H 7.32146 7.01450 -0.59364
C -4.30782 3.72455 -1.49830
H 4.87765 5.77689 -2.85925
H 2.15721 -6.11977 -4.31937
O -5.70950 2.63673 0.94331
C 2.46670 5.29574 -7.42648
H 2.81885 1.93453 3.14474
H 6.49599 -2.24331 5.19915
H -8.11053 3.20502 -2.82635
H 3.74218 -7.62272 -1.33916
H -0.13415 -8.29508 -0.23385
N 6.06593 -5.51910 2.78515
H 1.59887 -2.50931 -0.10998
H 1.48501 -6.20783 6.40328
C -6.28138 0.29979 4.03328
H -2.34819 1.02795 1.57314
N -0.21784 1.67904 -1.06887
H 9.74063 -3.84900 0.64443
C 1.83665 -3.39550 5.88842
O -1.14103 -3.12334 7.21363
H -1.71736 -7.05886 -2.50316
H -6.52497 5.60901 2.07614
H 9.31577 -5.23500 1.53839
C -4.52007 -4.22091 -6.20094
H -3.73031 4.57796 -1.89644
H 1.59637 -1.68103 1.37716
H -0.44298 -8.29866 -2.79440
H 3.60806 -6.81320 -4.16365
C -0.66260 -7.22362 -2.69985
H -7.94712 -3.19130 2.69383
C 0.18467 6.00239 1.76496
N -1.63257 -0.36690 0.08753
N 4.61621 3.75171 -0.55483
C 3.66190 2.73174 -0.19769
C 5.03715 6.66077 -2.31904
H -0.72497 3.42254 -8.89923
H -0.46461 2.04400 -5.11580
H 2.37000 2.66990 -3.40775
H -6.30880 -0.30884 -5.24895
H -4.57150 3.66154 3.13372
O 5.58797 -0.97956 3.98960
H 7.82516 0.38756 3.32054
H -2.22850 -4.30591 3.43792
C -0.95738 2.18403 -6.08884
H -4.11325 -0.81066 -2.97739
C 3.81571 -6.51955 -1.60931
H -7.07413 -0.43304 4.23622
O 6.15035 1.41159 4.01602
C 5.77438 3.42159 -1.29632
H -8.13354 3.86871 2.41486
H -5.59186 -3.42128 6.61758
C 7.29661 1.36414 3.21566
H 3.77149 2.92652 -4.65156
H -0.78317 1.60748 -2.92814
H -1.89188 -3.95394 -6.78929
H 2.03044 -7.69460 -3.66128
H 7.51668 -5.21573 4.35435
H 8.67732 -5.03090 -0.06370
C -2.62842 -1.32247 -0.28860
H -2.03512 -0.62512 4.50680
H 2.87205 2.67283 -0.95869
N -0.91924 -2.38094 4.86532
N -7.57906 4.50953 0.57345
H 1.75237 -2.72564 -2.74390
O 1.61789 -4.96990 -0.27712
H -2.39348 -1.82964 -1.20367
H -7.24305 0.96383 -2.25432
C 2.62231 1.34915 4.08799
H -4.38180 -2.16291 -8.93231
O -5.09852 -0.42968 3.59868
P 6.29597 -4.86858 1.29937
H -1.11785 4.77547 0.07049
N 0.65514 -4.51332 -2.72054
H 6.29835 6.68423 0.93319
H 3.31506 2.85661 0.83214
*
```

**HOMO level**: -7.84 eV
**Energy**: -242371.827 eV
**Lowest unoccupied orbital energy**: 0.38 eV
**HOMO-LUMO gap**: 0.30206 Ha

These are the Mulliken partial charges, in e, on atoms 1 to 2: 0.656 0.281

---

Computed, not measured: C2H4N4O in the gas phase at a distorted geometry, with ωB97M-V/def2-TZVPD.

```
! wB97M-V def2-TZVPD RIJCOSX def2/J DEFGRID3
* xyz 0 1
C -0.11507 0.21176 1.02653
H -0.42380 0.69579 -1.95288
N 0.11066 -1.09603 0.75450
C 0.02135 -1.04044 -0.98709
N 0.27412 1.05368 2.09467
O 0.47399 -1.39174 -2.28652
N -0.64171 0.89382 0.01277
N -0.39487 0.18473 -1.08529
H 0.48738 -2.30652 -2.60086
H -0.06884 2.00517 1.95422
H 0.27680 0.78977 3.06996
*
```

**HOMO level**: -8.48 eV
**Energy**: -10142.976 eV
**Lowest unoccupied orbital energy**: 0.20 eV
**Structure (SMILES)**: Nc1n[nH]c(O)n1
**HOMO-LUMO gap**: 0.31873 Ha

These are the Mulliken partial charges, in e, on atoms 1 to 2: 0.510 0.291